(1)
20
Properties=species:S:1:pos:R:3:mulliken_charge:R:1 method="wB97M-V/def2-TZVPD" homo_energy_ev=-11.73 de_lowest_kj_mol=0.0 e_tot_ha=-3202.8774 gap_ev=10.9
H -0.610 -3.320 0.074 0.22
F -0.965 2.086 0.475 -0.51
F -3.066 2.670 -0.561 -0.48
O 2.495 -0.655 0.780 -0.32
C 3.229 0.534 0.509 -0.63
O 1.188 -0.222 -0.999 -0.51
F -2.081 0.484 -0.950 -0.54
Rb -0.175 1.440 -2.625 1.02
F -1.996 0.099 1.464 -0.48
H -0.926 -1.663 -0.469 0.14
C 1.516 -0.929 -0.065 0.78
F -3.018 2.292 1.860 -0.48
As -2.571 1.387 0.486 1.98
H 4.115 0.488 1.132 0.22
F -4.111 0.660 0.376 -0.48
H 2.629 1.410 0.754 0.28
H 0.035 -2.778 -1.482 0.28
C -0.202 -2.469 -0.462 -0.45
O 0.991 -2.094 0.245 -0.32
H 3.523 0.581 -0.540 0.28

(2)
21
Properties=species:S:1:pos:R:3:mulliken_charge:R:1 method="wB97M-V/def2-TZVPD" charge=+1 homo_energy_ev=-15.55 de_lowest_kj_mol=43.9 e_tot_ha=-3450.3932 gap_ev=2.7
H -22.508 19.519 32.406 0.32
F -27.916 21.571 30.418 -0.42
O -25.180 19.054 29.393 -0.34
H -21.994 21.409 28.834 0.29
F -25.886 22.097 29.062 -0.45
F -29.430 22.257 28.484 -0.43
C -22.919 18.546 32.138 -0.58
C -22.917 20.832 28.776 -0.54
F -27.669 20.535 28.158 -0.45
O -23.049 19.812 29.860 -0.29
F -29.242 16.954 25.769 -0.19
H -23.194 18.114 33.100 0.27
As -27.685 22.212 28.732 1.99
H -22.877 20.243 27.860 0.31
F -27.462 22.846 27.112 -0.41
F -27.704 23.829 29.432 -0.44
C -24.173 19.168 30.130 0.79
H -22.078 18.052 31.650 0.33
Tl -27.311 17.740 27.893 1.27
H -23.691 21.588 28.649 0.22
O -24.041 18.500 31.322 -0.25

(3)
16
Properties=species:S:1:pos:R:3:mulliken_charge:R:1 method="wB97M-V/def2-TZVPD" spin_multiplicity=2 homo_energy_ev="-8.67 / -8.86" e_tot_ha=-897.2057 gap_ev="8.1 / 8.0"
H -1.001 -2.291 -0.339 0.46
C -3.863 -0.741 0.346 -0.25
N 2.243 0.673 -0.382 -0.64
H -4.843 -1.178 0.115 0.29
O -2.892 -1.544 -0.325 -0.25
H -3.686 -0.792 1.432 0.28
O 2.866 -1.239 1.251 -0.53
C -1.673 -1.634 0.219 -1.06
S 3.157 -0.379 0.093 0.75
H -1.614 -1.617 1.317 0.48
H -4.614 1.236 0.381 0.28
O 4.360 -0.761 -0.651 -0.48
C -3.794 0.705 -0.142 -0.47
Ba -0.362 0.877 -0.098 1.76
O -2.574 1.302 0.089 -0.89
H -4.056 0.708 -1.220 0.26

(4)
14
Properties=species:S:1:pos:R:3:mulliken_charge:R:1 method="wB97M-V/def2-TZVPD" charge=+1 spin_multiplicity=2 homo_energy_ev="-13.64 / -16.80" de_lowest_kj_mol=0.0 e_tot_ha=-433.3594 gap_ev="9.4 / 11.7"
H 0.696 2.796 -1.740 0.36
H 1.135 -1.311 2.666 0.31
O -0.773 -0.971 -0.022 0.31
H -1.090 -1.824 0.292 0.43
O 0.155 0.553 -1.531 -0.43
Be -1.133 -0.153 -0.964 -0.26
H 0.170 0.345 1.297 0.25
O -1.780 1.311 -0.835 -0.25
C -0.613 1.524 -1.270 0.85
C 0.416 -0.555 0.696 0.01
O -0.223 2.771 -1.440 -0.38
H 0.999 -2.612 1.301 0.35
H 1.144 -0.295 -0.089 0.39
C 0.897 -1.580 1.639 -0.94

(5)
13
Properties=species:S:1:pos:R:3:mulliken_charge:R:1 method="wB97M-V/def2-TZVPD" homo_energy_ev="-9.18 / -8.67" de_lowest_kj_mol=227.4 e_tot_ha=-3261.4576 gap_ev="7.8 / 6.9"
N 1.731 0.451 -0.256 -0.40
C -0.897 -0.846 -1.642 -0.15
C -0.424 -0.092 0.628 -0.20
Br -3.188 0.716 0.196 -0.40
H -0.781 -0.591 1.520 0.33
H -1.447 -0.854 -2.617 0.29
H -0.712 1.024 0.734 0.40
C 1.062 -0.396 0.726 -0.53
N -1.093 -0.398 -0.534 -0.19
Cl 1.816 2.097 0.195 -0.10
H 1.105 0.518 -1.129 0.33
H 1.415 -0.297 1.779 0.32
H 1.412 -1.332 0.402 0.30

(6)
14
Properties=species:S:1:pos:R:3:mulliken_charge:R:1 method="wB97M-V/def2-TZVPD" charge=+1 spin_multiplicity=4 homo_energy_ev="-12.58 / -12.58" e_tot_ha=-4299.9865 gap_ev="4.9 / 3.0"
O -1.512 -1.033 0.916 -0.55
H -0.380 1.388 -1.677 -0.19
Br 1.050 2.415 -4.029 0.10
H -0.139 -1.467 3.429 0.30
H -1.779 1.314 -0.568 0.32
Co 2.103 3.792 -5.946 0.89
C 0.652 -1.662 2.705 -0.63
O 0.684 -0.757 1.617 -0.29
H 1.607 -1.639 3.230 0.23
H -1.353 -0.075 -1.662 0.33
O -0.027 0.217 -0.166 -0.26
H 0.465 -2.676 2.352 0.30
C -0.388 -0.556 0.840 0.76
C -0.983 0.740 -1.040 -0.32

(7)
21
Properties=species:S:1:pos:R:3:mulliken_charge:R:1 method="wB97M-V/def2-TZVPD" charge=-2 homo_energy_ev=0.63 e_tot_ha=-4194.1674 gap_ev=3.1
H -0.957 -1.249 -1.760 0.34
C -0.649 -0.333 -1.264 -1.27
H -0.263 0.362 -2.009 0.37
O -2.355 -2.183 0.453 -0.73
O -2.648 -0.791 2.440 -0.77
S 1.624 2.636 -1.101 1.19
H -1.543 0.070 -0.791 0.29
Br 2.534 2.088 1.614 0.02
O -4.086 -2.727 2.095 -0.79
O 1.941 3.935 -0.622 -0.61
H 0.589 -1.710 -0.180 0.23
O 2.362 2.112 -2.199 -0.59
H 2.173 -0.022 -1.144 0.41
O -1.727 -3.045 2.650 -0.80
F -0.244 -0.377 1.043 -0.30
S -2.706 -2.187 1.917 1.12
C 1.663 0.124 -0.193 -0.97
F 0.135 2.684 -1.523 -0.18
N 1.515 1.568 0.144 -0.05
C 0.346 -0.644 -0.146 0.66
H 2.297 -0.311 0.576 0.43

(8)
12
Properties=species:S:1:pos:R:3:mulliken_charge:R:1 method="wB97M-V/def2-TZVPD" charge=+1 homo_energy_ev=-12.44 de_lowest_kj_mol=299.7 e_tot_ha=-2966.8759 gap_ev=5.0
H -0.565 -0.468 0.872 -0.44
C -1.090 0.271 0.268 -0.27
H -1.588 1.000 0.907 0.39
H -1.836 -0.330 -0.253 0.42
H 1.621 -0.192 -0.279 0.22
Br 0.556 -2.209 1.200 -0.31
H 1.797 0.975 -1.541 0.29
H 0.570 -0.385 -1.796 0.34
C -0.049 1.044 -0.491 0.86
Mg -0.367 -2.295 2.793 1.07
C 1.082 0.280 -1.101 -1.02
O -0.130 2.309 -0.579 -0.55

(9)
13
Properties=species:S:1:pos:R:3:mulliken_charge:R:1 method="wB97M-V/def2-TZVPD" charge=+1 homo_energy_ev="-13.30 / -13.31" de_lowest_kj_mol=362.3 e_tot_ha=-3199.2389 gap_ev="8.3 / 8.3"
N 0.601 -1.962 -0.270 -0.32
S -0.257 -0.085 1.515 0.01
H -0.418 -1.972 -0.462 0.44
H -1.632 1.806 1.435 0.41
H 0.087 2.108 0.679 0.29
H 1.023 -2.748 0.287 0.36
C -0.757 1.482 0.862 -0.52
C 0.829 -0.578 0.195 -0.12
H -1.537 2.136 -1.109 0.41
N -0.473 0.429 -1.357 -0.48
H 0.971 -2.160 -1.282 0.42
C -0.974 1.316 -0.649 0.08
Br 2.536 0.228 0.157 0.02

(10)
12
Properties=species:S:1:pos:R:3:mulliken_charge:R:1 method="wB97M-V/def2-TZVPD" homo_energy_ev="-7.83 / -8.39" de_lowest_kj_mol=411.3 e_tot_ha=-2821.7354 gap_ev="8.3 / 8.5"
H 1.622 1.180 1.331 0.37
H -1.374 -0.505 -1.478 0.42
C 1.500 0.271 0.673 -0.23
H -0.881 -1.443 -0.201 0.28
C 0.800 0.043 -0.624 -0.80
C -0.876 -0.491 -0.557 -0.63
N -1.535 0.279 0.358 0.08
H -2.166 1.028 -0.143 0.27
Br 1.893 -1.214 1.697 -0.10
H 0.838 0.891 -1.188 0.39
O -1.060 0.570 1.477 -0.46
H 1.238 -0.609 -1.345 0.40

(11)
14
Properties=species:S:1:pos:R:3:mulliken_charge:R:1 method="wB97M-V/def2-TZVPD" homo_energy_ev=-8.92 de_lowest_kj_mol=223.9 e_tot_ha=-3295.1898 gap_ev=8.5
O 0.970 0.516 -1.655 -0.72
H -0.740 1.823 -2.236 0.36
H 1.162 -0.235 2.103 0.38
N 0.212 0.983 -0.803 0.85
H 1.521 -0.926 0.508 0.30
H 2.323 0.557 1.021 0.33
C 0.276 0.796 0.473 0.09
H -2.256 -1.113 -0.428 0.26
Br -0.996 1.641 1.558 -0.06
C -1.329 -1.658 -0.286 -0.34
S -1.081 -2.528 1.041 -0.17
C 1.385 0.001 1.066 -1.08
H -0.603 -1.621 -1.089 0.27
O -0.845 1.763 -1.272 -0.47

(12)
14
Properties=species:S:1:pos:R:3:mulliken_charge:R:1 method="wB97M-V/def2-TZVPD" homo_energy_ev=-9.61 de_lowest_kj_mol=43.3 e_tot_ha=-3259.0471 gap_ev=10.0
O 1.374 -0.843 1.465 -0.63
C -1.854 0.990 0.604 -0.44
H -0.155 1.608 1.519 0.39
H -2.492 1.347 1.408 0.42
P 0.973 -0.834 0.102 0.95
O -0.109 -1.999 -0.057 -0.49
C 0.229 0.813 -0.502 -0.60
O 2.196 -1.132 -0.912 -0.49
H -0.206 0.454 -1.464 0.34
H 2.910 -0.803 -0.494 0.30
Br -2.775 -0.039 -0.857 -0.24
H 1.147 1.356 -0.669 0.36
H -0.686 -2.083 -0.793 0.33
C -0.553 1.164 0.650 -0.18